Model P:
C5H12NO | ωB97M-V with the def2-TZVPD basis set

Calculated values
Lowest unoccupied orbital energy ... 0.138 Eh
E_HOMO ... -2.49 eV
Frontier orbital gap ... 6.2 eV
Total charge ... -1
Spin multiplicity ... 1

Structure (XYZ):
```
19
Properties=species:S:1:pos:R:3:nbo_charge:R:1
C 0.50125 1.30291 1.70362 -0.025
O -0.01201 0.80073 2.83964 -0.957
C -0.64500 1.00388 0.58327 -0.099
C -0.09194 0.60123 -0.73649 -0.397
C 0.89594 -0.69071 -0.68302 -0.427
C 0.38631 -1.79779 -1.70751 -0.642
N -1.69012 0.06423 1.04938 -0.879
H 1.55474 1.04472 1.32093 0.065
H 0.55935 2.44383 1.82617 0.074
H -1.27123 1.99002 0.50943 0.159
H 0.43640 1.28646 -1.48580 0.196
H -1.05707 0.13115 -1.27500 0.184
H 1.05730 -0.94339 0.36621 0.227
H 1.82047 -0.25826 -1.08705 0.190
H -0.71174 -2.19246 -1.81541 0.199
H 0.82411 -2.78561 -1.63337 0.201
H 0.38679 -1.23363 -2.69080 0.202
H -1.36794 -0.89963 0.82850 0.318
H -1.57560 0.13231 2.08730 0.413
```

***

Model Q:
C5H12NO | ωB97M-V with the def2-TZVPD basis set

Calculated values
Lowest unoccupied orbital energy ... 0.148 Eh
E_HOMO ... -2.40 eV
Frontier orbital gap ... 6.4 eV
Total charge ... -1
Spin multiplicity ... 1

Structure (XYZ):
```
19
Properties=species:S:1:pos:R:3:nbo_charge:R:1
C 1.66058 -0.05084 0.63986 -0.010
O 1.98811 -0.98481 -0.26179 -0.961
C 0.31626 0.66266 0.33341 -0.073
C -0.81628 -0.38565 0.29282 -0.223
C -1.23391 -0.83633 -1.11640 -0.621
C -2.01842 0.11157 1.07487 -0.601
N 0.39169 1.46062 -0.88351 -0.862
H 1.54572 -0.45900 1.68878 0.057
H 2.40101 0.77660 0.76210 0.058
H 0.10098 1.32421 1.17932 0.143
H -0.45098 -1.28897 0.77632 0.209
H -1.84199 -1.73066 -1.06637 0.190
H -1.78251 -0.01504 -1.59947 0.183
H -0.32365 -1.04094 -1.67689 0.238
H -1.78144 0.02651 2.13539 0.196
H -2.88132 -0.56726 0.98147 0.179
H -2.32035 1.11800 0.79058 0.198
H 1.34495 1.79664 -0.99437 0.350
H 0.27430 0.86642 -1.69493 0.352
```

***

Model R:
C5H12NO | ωB97M-V with the def2-TZVPD basis set

Calculated values
Lowest unoccupied orbital energy ... 0.152 Eh
E_HOMO ... -2.50 eV
Frontier orbital gap ... 6.6 eV
Total charge ... -1
Spin multiplicity ... 1

Structure (XYZ):
```
19
Properties=species:S:1:pos:R:3:nbo_charge:R:1
C -0.06185 2.36838 -0.20690 -0.609
C 0.56925 1.65874 -1.40709 -0.433
C 0.72588 0.18908 -1.12029 -0.143
C 0.30216 -0.74980 -1.94851 -0.452
H 0.64380 2.38048 0.62706 0.216
H -0.38744 3.38931 -0.42080 0.173
H -0.90572 1.78159 0.15272 0.251
H 1.54792 2.10154 -1.61301 0.183
H -0.04262 1.77372 -2.30618 0.179
H 1.15653 -0.05207 -0.15605 0.230
H 0.28744 -1.79331 -1.66542 0.213
H -0.19980 -0.46699 -2.86853 0.161
N -0.06225 -2.29884 1.15868 -0.924
C -1.00253 -1.13698 1.44578 0.133
O -0.37002 -0.01087 1.78889 -0.958
H 0.85217 -1.86345 1.28000 0.344
H -0.10634 -2.90828 1.97424 0.321
H -1.62224 -1.01494 0.52896 0.064
H -1.69576 -1.49850 2.24609 0.051
```

***

Pick model Q: it beats the second-best structure by 15.1 kcal/mol.

***

Model P:
C6H12O4 | ωB97M-V with the def2-TZVPD basis set

Calculated values
Lowest unoccupied orbital energy ... 0.016 Eh
E_HOMO ... -10.65 eV
Frontier orbital gap ... 11.1 eV
Spin multiplicity ... 1

Structure (XYZ):
```
22
Properties=species:S:1:pos:R:3:nbo_charge:R:1
O 4.67811 -2.93551 -4.06597 -0.557
O 3.13962 -2.00029 -2.65445 -0.523
C 4.19359 -2.82563 -2.91455 0.636
C 1.38029 -0.83666 -1.69223 -0.617
C 2.57288 -1.78647 -1.35734 -0.071
H 4.49701 -3.55425 -2.13691 0.116
H 1.69851 0.10308 -2.17413 0.224
H 0.81038 -0.58925 -0.78086 0.205
H 0.71660 -1.38033 -2.38545 0.223
H 3.33436 -1.43848 -0.63312 0.187
H 2.14655 -2.73156 -0.96940 0.177
O -4.74600 3.31656 3.75957 -0.560
O -3.53027 2.32158 2.08095 -0.505
C -4.07986 2.38188 3.28449 0.657
C -1.48310 1.85035 0.93780 -0.628
C -2.60805 1.28901 1.73647 -0.069
H -3.84553 1.41672 3.77563 0.083
H -1.04387 2.58619 1.63222 0.217
H -1.78419 2.37378 0.01477 0.226
H -0.71256 1.10330 0.68322 0.218
H -3.14260 0.48486 1.19513 0.184
H -2.19187 0.85119 2.66413 0.176
```

***

Model Q:
C6H12O4 | ωB97M-V with the def2-TZVPD basis set

Calculated values
Lowest unoccupied orbital energy ... 0.030 Eh
E_HOMO ... -10.23 eV
Frontier orbital gap ... 11.0 eV
Spin multiplicity ... 1

Structure (XYZ):
```
22
Properties=species:S:1:pos:R:3:nbo_charge:R:1
C -1.99298 -0.44161 1.99768 -0.622
C -0.72610 -0.97774 1.37301 -0.068
O -0.70534 -0.61262 -0.00610 -0.539
C 0.51122 -0.75771 -0.64718 0.377
C 0.27652 -0.96604 -2.14312 -0.443
C 0.36286 0.44759 -2.71199 -0.533
C 1.17612 1.20539 -1.68937 0.789
O 1.34462 0.44889 -0.59328 -0.511
O 1.07400 1.86692 2.85048 -0.948
H -1.98423 0.65587 2.03377 0.221
H -2.87482 -0.76497 1.42790 0.212
H -2.08198 -0.82201 3.02368 0.216
H 0.16844 -0.55990 1.85973 0.193
H -0.69060 -2.07684 1.45658 0.162
H 1.10615 -1.54593 -0.16441 0.168
H 1.06631 -1.60827 -2.54979 0.217
H -0.68709 -1.45442 -2.32126 0.236
H 0.84184 0.51861 -3.69430 0.244
H -0.62679 0.92402 -2.77760 0.250
O 1.45003 2.38186 -1.67007 -0.569
H 1.99857 1.60661 2.82608 0.470
H 0.99325 2.53230 2.11955 0.480
```

***

Pick model Q: it beats the second-best structure by 33.8 kcal/mol.

***

Model P:
C9H14 | ωB97M-V with the def2-TZVPD basis set

Calculated values
Lowest unoccupied orbital energy (spin up / spin down) ... 0.141 / 0.135 Eh
E_HOMO (spin up / spin down) ... 0.97 / -3.81 eV
Frontier orbital gap (spin up / spin down) ... 2.9 / 7.5 eV
Total charge ... -1
Spin multiplicity ... 2

Structure (XYZ):
```
23
Properties=species:S:1:pos:R:3:mulliken_spin:R:1
C 2.26555 -1.81227 -0.52419 0.008
C -0.42912 0.54122 -0.54005 0.299
C -1.38697 -0.00147 -1.38761 -0.130
C 0.72770 -0.05984 -0.18512 0.707
C 0.93054 -1.25781 -0.85941 0.055
C -1.26279 -1.35252 -1.75366 0.262
C 0.00973 -1.97162 -1.71887 -0.112
H -0.59472 1.65015 -0.24786 0.095
H -2.24414 0.50646 -1.72198 -0.178
H 1.43130 0.25005 0.70209 0.080
H -2.05763 -1.89669 -2.43207 0.030
H 2.96015 -1.18358 -1.14776 0.035
H 2.31806 -2.96731 -0.69960 -0.012
H 0.24551 -3.04463 -2.01723 -0.097
H 2.46842 -1.61842 0.53552 0.005
C -1.28204 2.27158 2.94275 0.083
C 0.17132 2.57842 2.46495 -0.148
H -1.43821 2.97787 3.80278 -0.016
H -1.90031 2.45807 2.22266 0.000
H -1.24203 1.16563 3.21319 -0.032
H 0.38743 3.66768 2.33184 -0.024
H 0.24089 2.04787 1.55997 0.111
H 0.96180 2.37273 3.26569 -0.021
```

***

Model Q:
C9H14 | ωB97M-V with the def2-TZVPD basis set

Calculated values
Lowest unoccupied orbital energy (spin up / spin down) ... 0.147 / 0.144 Eh
E_HOMO (spin up / spin down) ... 0.80 / -3.33 eV
Frontier orbital gap (spin up / spin down) ... 3.2 / 7.2 eV
Total charge ... -1
Spin multiplicity ... 2

Structure (XYZ):
```
23
Properties=species:S:1:pos:R:3:mulliken_spin:R:1
C -1.84736 0.23121 1.87025 0.041
C -2.73691 1.48617 1.86728 0.027
H -1.12725 0.43337 2.64438 0.021
H -2.41113 -0.62403 2.26922 -0.045
H -1.39171 -0.08581 0.94327 0.026
H -3.69278 1.35488 2.37691 0.005
H -2.99902 1.74419 0.83835 -0.024
H -2.19479 2.35074 2.24142 -0.002
C 0.43042 -2.09237 -2.25655 -0.085
C 1.33604 1.14062 0.48335 0.470
C 1.31504 -0.17209 0.94123 -0.448
C 0.63833 1.39791 -0.77059 0.156
C 1.07223 -1.23893 0.09067 0.521
C 0.52005 0.33275 -1.66712 0.344
C 0.71647 -0.99150 -1.28199 -0.117
H 1.49858 2.03608 1.07823 0.067
H 1.57212 -0.32952 1.98534 -0.092
H 0.20857 2.35891 -1.04722 -0.053
H 1.09414 -2.27044 0.42929 0.100
H 0.19254 0.55061 -2.68549 0.078
H -0.40187 -2.73783 -1.92581 -0.013
H 1.25290 -2.74296 -2.47383 0.040
H 0.15604 -1.65435 -3.21838 -0.018
```

***

Pick model Q: it beats the second-best structure by 38.1 kcal/mol.

***

Model P:
C4H6S2 | ωB97M-V with the def2-TZVPD basis set

Calculated values
Lowest unoccupied orbital energy ... -0.049 Eh
E_HOMO ... -8.41 eV
Frontier orbital gap ... 7.1 eV
Spin multiplicity ... 1

Structure (XYZ):
```
12
Properties=species:S:1:pos:R:3:nbo_charge:R:1
C 1.22435 -0.44470 -1.34544 -0.699
C -0.02596 -0.50327 -0.41621 -0.074
C -0.42179 0.92282 0.25293 -0.199
C -0.86161 0.31713 1.65829 -0.735
H 1.43749 -1.32911 -1.97895 0.254
H 0.69425 0.16319 -2.36651 0.257
H 2.03200 0.15370 -0.91108 0.248
H -0.09485 -0.74441 1.70904 0.266
H -0.89660 1.24632 2.57025 0.246
H -1.88857 -0.23068 1.33676 0.283
S -0.94671 -1.86634 -0.01684 0.010
S -0.25199 2.31534 -0.49223 0.143
```

***

Model Q:
C4H6S2 | ωB97M-V with the def2-TZVPD basis set

Calculated values
Lowest unoccupied orbital energy ... -0.022 Eh
E_HOMO ... -8.54 eV
Frontier orbital gap ... 7.9 eV
Spin multiplicity ... 1

Structure (XYZ):
```
12
Properties=species:S:1:pos:R:3:nbo_charge:R:1
C 2.50672 0.52266 0.07445 -0.694
C -0.29647 0.07003 -0.03547 -0.350
C -1.37809 -0.76493 -0.25246 -0.317
C -2.61835 -0.30000 0.12528 -0.307
H 2.32900 1.02923 -0.77449 0.228
H 2.49871 0.93885 1.06771 0.242
H 3.37171 -0.06157 -0.22478 0.224
H -1.22166 -1.92545 -0.57480 0.232
H -2.55717 0.79780 0.50987 0.242
H -3.43032 -1.14838 0.27751 0.226
S 1.21938 -0.81261 -0.05033 0.290
S -0.42346 1.65437 -0.14250 -0.016
```

***

Pick model Q: it beats the second-best structure by 52.6 kcal/mol.

***

Model P:
C28H37BrFGeO5S5TeY | ωB97M-V with the def2-TZVPD basis set

Calculated values
Lowest unoccupied orbital energy ... 0.141 Eh
E_HOMO ... -0.98 eV
Frontier orbital gap ... 4.8 eV
Total charge ... -2
Spin multiplicity ... 1

Structure (XYZ):
```
80
Properties=species:S:1:pos:R:3:mulliken_charge:R:1
Y -0.84357 -1.64088 0.68246 1.055
C 3.20164 5.08694 -1.55568 -1.728
C 2.86805 4.06481 -2.65285 2.140
C 1.72724 4.60636 -3.52897 -1.673
C 4.11211 3.89856 -3.53125 -2.113
C 2.40948 2.75747 -2.01993 -0.347
C 1.37406 2.77740 -1.09419 -0.310
C 0.89725 1.59659 -0.57796 -0.459
Br -0.46192 1.64644 0.77753 -0.297
C 1.33729 0.30339 -0.95201 -0.124
O 0.68593 -0.74685 -0.57004 0.362
C 2.50857 0.30984 -1.77022 -0.459
C 2.96436 1.51346 -2.29325 0.401
C 3.34912 -0.93009 -2.07910 2.427
C 3.34765 -1.20210 -3.59183 -1.898
C 4.78683 -0.67757 -1.59219 -1.912
C 2.86917 -2.19221 -1.37119 -2.020
H 3.59106 6.00557 -1.99573 0.455
H 3.95301 4.67864 -0.88326 0.373
H 2.32026 5.33605 -0.97254 0.316
H 1.99676 5.56734 -3.96948 0.440
H 0.82329 4.73610 -2.93973 0.331
H 1.51091 3.90410 -4.33269 0.366
H 4.40255 4.86511 -3.94472 0.453
H 3.91806 3.22270 -4.36113 0.361
H 4.94721 3.51649 -2.94839 0.400
H 0.92850 3.69904 -0.75513 0.352
H 3.81773 1.46971 -2.95216 0.246
H 3.76215 -0.36648 -4.15241 0.317
H 2.33014 -1.37502 -3.93580 0.316
H 3.94063 -2.08883 -3.81094 0.479
H 5.25532 0.16412 -2.09747 0.334
H 5.39462 -1.56396 -1.76675 0.470
H 4.77410 -0.47525 -0.52364 0.432
H 1.88038 -2.47824 -1.71486 0.054
H 2.82767 -2.05263 -0.29414 0.451
H 3.55372 -3.01501 -1.57510 0.558
S 0.67439 -3.86372 0.53698 -0.360
S 2.27726 -3.26012 3.02029 -0.485
S 0.69442 -2.60946 3.99246 -0.126
S -0.11306 -0.89772 3.05181 -0.204
F -2.41529 -0.41200 0.51668 -0.609
C 1.08741 -5.67477 -2.01678 -1.245
Te -0.66157 -4.58476 -1.16537 0.638
C -0.47257 -3.20133 -2.88250 -1.042
H 0.81160 -6.27192 -2.88293 0.378
H 1.48421 -6.34229 -1.25857 0.355
H 1.88219 -4.99839 -2.30843 0.282
H 0.39527 -3.42456 -3.49704 0.304
H -0.43202 -2.18168 -2.49999 0.130
H -1.38299 -3.31269 -3.47003 0.483
O -2.66955 -4.86464 0.53840 -0.742
S -2.88603 -3.42457 0.60941 1.221
O -2.09344 -2.88332 1.77460 -0.319
O -2.22319 -2.81047 -0.63181 -0.732
O -4.27062 -3.06973 0.67534 -0.625
Ge -2.54309 -0.85035 3.18710 1.210
C -2.32488 0.99235 4.03626 -0.240
C -1.65805 1.04794 5.25377 -0.294
C -1.29225 2.25492 5.81764 -0.585
C -1.57090 3.44043 5.15982 -0.387
C -2.23812 3.40118 3.94877 -0.609
C -2.61447 2.18788 3.39500 -0.006
C -4.48368 -0.94685 2.64893 -0.268
C -5.07263 -0.07562 1.74981 0.125
C -6.43938 -0.09431 1.54201 -0.724
C -7.23917 -0.99129 2.22776 -0.378
C -6.65292 -1.88410 3.10867 -0.586
C -5.28630 -1.85876 3.31514 -0.164
H -2.58338 -1.75197 4.46816 -0.218
H -1.41995 0.11495 5.74744 0.314
H -0.76872 2.26959 6.76381 0.360
H -1.24867 4.38509 5.58090 0.347
H -2.44787 4.32165 3.42449 0.380
H -3.12239 2.17281 2.44137 0.302
H -4.45398 0.60796 1.18924 0.216
H -6.89057 0.59498 0.83875 0.355
H -8.31064 -1.01133 2.06454 0.339
H -7.26571 -2.60804 3.63220 0.356
H -4.82004 -2.55204 4.00259 0.304
```

***

Model Q:
C28H37BrFGeO5S5TeY | ωB97M-V with the def2-TZVPD basis set

Calculated values
Lowest unoccupied orbital energy ... 0.141 Eh
E_HOMO ... -1.68 eV
Frontier orbital gap ... 5.5 eV
Total charge ... -2
Spin multiplicity ... 1

Structure (XYZ):
```
80
Properties=species:S:1:pos:R:3:mulliken_charge:R:1
Y -0.40625 -0.96216 1.10303 -0.385
C -4.26285 0.94414 -5.39187 -1.675
C -3.29285 1.94384 -4.74477 1.874
C -2.39295 2.56924 -5.82177 -1.640
C -4.12445 3.05914 -4.10427 -2.184
C -2.40845 1.23564 -3.72947 0.119
C -2.24725 1.69114 -2.43187 -0.208
C -1.40595 1.01434 -1.57897 0.326
Br -1.13505 1.70584 0.19663 -0.151
C -0.68775 -0.15616 -1.90567 0.399
O 0.06285 -0.72476 -0.99777 0.634
C -0.80865 -0.57736 -3.26017 -0.672
C -1.65825 0.12544 -4.10067 -0.589
C -0.01215 -1.72216 -3.89137 2.475
C 0.87835 -1.11696 -4.99387 -1.883
C 0.90685 -2.45996 -2.92087 -1.973
C -0.97585 -2.75976 -4.48957 -1.862
H -4.91625 1.45094 -6.10397 0.469
H -4.87845 0.47754 -4.62567 0.362
H -3.72555 0.16074 -5.91977 0.321
H -2.99075 3.10314 -6.56127 0.467
H -1.81205 1.80344 -6.32997 0.319
H -1.70035 3.26914 -5.35867 0.342
H -4.77965 3.50624 -4.85177 0.443
H -3.48475 3.84194 -3.70567 0.363
H -4.74125 2.66504 -3.30047 0.427
H -2.73915 2.57294 -2.06067 0.460
H -1.72425 -0.20646 -5.12657 0.146
H 1.52485 -0.35806 -4.55627 0.321
H 0.28985 -0.65116 -5.78167 0.349
H 1.50105 -1.88896 -5.44537 0.483
H 1.65035 -1.77966 -2.51697 0.115
H 1.42455 -3.26776 -3.44007 0.561
H 0.33795 -2.89416 -2.10237 0.098
H -1.64625 -2.32046 -5.22547 0.294
H -1.57345 -3.19776 -3.69367 0.371
H -0.41475 -3.55896 -4.97407 0.473
S 1.70685 -2.32536 2.30193 -0.319
S 1.11835 -4.27676 2.43803 -0.118
S 0.50575 -4.65406 0.46823 -0.175
S -1.08275 -3.47536 0.06023 -0.318
F 0.73585 0.34464 2.19943 -0.413
C 4.31185 1.54724 -0.17577 -1.130
Te 2.33435 0.56804 -0.43227 0.513
C 3.27205 -1.38186 -0.36497 -1.075
H 4.75375 1.29634 0.78323 0.218
H 4.14955 2.62094 -0.20357 0.340
H 5.01375 1.29244 -0.96287 0.327
H 3.92365 -1.54326 -1.21947 0.465
H 2.47415 -2.11596 -0.36767 0.129
H 3.84005 -1.48896 0.55263 0.453
O -1.23775 -1.71706 2.95693 -0.189
S -2.43025 -0.78896 2.62773 1.011
O -3.62525 -1.24796 3.28073 -0.799
O -2.49465 -0.90216 1.12873 -0.337
O -2.04685 0.57614 2.93513 -0.473
Ge 0.68855 -1.06726 4.12743 1.257
C 2.60005 -0.52316 4.58353 -0.393
C 3.26035 -1.21826 5.58673 -0.528
C 4.57635 -0.93966 5.91103 -0.636
C 5.26005 0.05084 5.22863 -0.394
C 4.62265 0.74164 4.21383 -0.787
C 3.30725 0.45174 3.89353 0.430
C -0.39245 0.38074 4.97643 -0.096
C -0.15255 1.72074 4.72843 0.004
C -0.88875 2.69634 5.37313 -0.688
C -1.85545 2.33584 6.29613 -0.387
C -2.08485 0.99744 6.56413 -0.624
C -1.36375 0.02614 5.89363 -0.129
H 0.49145 -2.30436 5.07893 -0.218
H 2.72765 -1.99916 6.10933 0.301
H 5.07555 -1.49666 6.69473 0.372
H 6.29225 0.26304 5.47303 0.355
H 5.15385 1.50984 3.66783 0.379
H 2.82925 0.97664 3.07963 0.244
H 0.57755 1.99774 3.98373 0.274
H -0.71855 3.74264 5.14623 0.364
H -2.44615 3.09854 6.78753 0.345
H -2.84265 0.71704 7.28483 0.354
H -1.57105 -1.02326 6.05503 0.308
```

***

Pick model Q: it beats the second-best structure by 32.8 kcal/mol.